DFT (wB97M-V/def2-TZVPD) results for a 3-piece molecular cluster, C17H27BFIN4O6S overall at a distorted geometry.

The calculation puts the HOMO-LUMO gap at 6.7 eV. The LUMO energy comes out at -1.667 eV. For the HOMO energy, the calculation gives -8.38 eV. The SMILES is CCOB(O)c1c(CCF)c(I)c(OC[C@H](C)O)c2nsnc12.CC(N)=O.CC(N)=O. The calculation puts the electronic energy at -58630.8859 eV.

The geometry in XYZ format:
```
58
Properties=species:S:1:pos:R:3:forces:R:3:mulliken_charge:R:1
C 4.07535 1.63859 -0.79617 0.82 0.38 0.51 -0.851
C 2.98604 1.28123 0.39107 1.65 1.33 -0.52 0.007
O 2.39217 -0.08942 0.24527 -2.80 1.85 2.11 -0.431
B 1.20118 -0.10548 1.11493 1.55 0.64 0.82 0.485
O 1.33186 0.58034 2.44548 -1.24 0.15 -3.10 -0.505
C -0.23873 -0.83460 0.81054 -3.55 -1.88 -1.72 0.016
C -0.93361 -1.07344 -0.65386 -0.04 -0.27 3.74 0.782
C -0.17745 -0.60399 -2.02911 -0.83 -0.86 -0.89 -0.318
C -0.99236 0.62381 -2.78536 0.12 -0.45 0.27 -0.145
F -0.02783 1.58096 -3.42776 -2.08 -1.96 1.65 -0.354
C -2.44010 -1.79532 -0.73579 -0.05 -0.31 4.37 -0.777
I -3.44899 -2.14806 -2.69639 1.03 0.33 2.00 0.040
C -3.28710 -2.28677 0.60016 2.04 0.48 -0.53 0.464
O -4.64504 -2.89124 0.56004 3.06 3.50 -0.60 -0.358
C -5.54700 -1.74804 0.31266 -1.69 1.05 -0.72 -0.630
C -6.53491 -1.36650 1.56408 -0.37 1.04 0.62 0.193
C -6.67976 0.28534 1.58604 0.09 0.03 -0.52 -1.024
O -6.05735 -1.78956 2.88957 0.69 1.78 -1.37 -0.505
C -2.60991 -2.10812 2.08477 1.66 0.71 1.64 0.289
N -3.11700 -2.47048 3.47670 2.53 1.38 -3.63 -0.522
S -1.92086 -2.04507 4.72659 -0.04 0.96 -7.70 0.186
N -0.76318 -1.34463 3.60491 -0.97 -0.35 -3.30 -0.379
C -1.10531 -1.38041 2.13188 -2.25 -1.29 3.19 0.172
H 4.85141 0.75411 -0.99831 -2.05 1.75 0.32 0.265
H 3.59315 2.05429 -1.78422 0.78 -1.26 1.87 0.233
H 4.74535 2.52798 -0.36683 -1.70 -2.07 -0.95 0.297
H 2.13282 2.10657 0.30401 1.77 -1.76 0.41 0.135
H 3.58799 1.39287 1.41634 -1.68 -0.39 -2.24 0.197
H 0.74398 1.39167 2.47290 0.81 -1.65 0.13 0.302
H 0.96300 -0.36743 -1.91995 -2.34 -0.39 0.22 0.206
H -0.24587 -1.52950 -2.78029 0.29 1.92 1.80 0.154
H -1.65378 0.18303 -3.65793 1.44 1.18 1.85 0.156
H -1.66419 1.14392 -1.95483 1.56 -0.55 -2.10 0.246
H -4.95660 -0.77240 0.03082 -0.90 -2.06 0.57 0.378
H -6.25876 -1.98160 -0.61571 1.66 0.27 1.95 0.248
H -7.61412 -1.85335 1.42750 2.51 0.97 0.27 0.280
H -7.69744 0.62428 2.07012 2.03 -0.71 -1.14 0.284
H -5.81226 0.79977 2.21210 -1.64 -1.32 -1.25 0.295
H -6.55510 0.69485 0.47407 -0.59 -0.73 2.40 0.276
H -5.36572 -1.10428 3.18093 -1.39 -1.68 -0.68 0.306
O 2.33892 -1.99080 -3.17172 0.19 -0.76 -0.29 -0.588
C 2.80670 -3.02350 -3.63764 0.01 0.85 0.13 0.605
N 3.91635 -2.99606 -4.42560 0.24 0.09 -0.18 -0.420
C 2.21186 -4.37900 -3.38720 0.03 -0.35 -0.05 -0.849
H 4.33791 -3.81884 -4.83167 -0.22 0.23 0.20 0.172
H 4.33550 -2.09340 -4.60877 -0.11 -0.25 0.06 0.238
H 1.18379 -4.39186 -3.75940 0.11 0.02 0.17 0.227
H 2.21610 -4.57745 -2.31192 -0.12 0.08 -0.16 0.233
H 2.77588 -5.16909 -3.89075 -0.11 0.05 0.08 0.346
O 5.09564 3.83714 1.09480 -0.12 0.75 0.70 -0.661
C 4.57896 4.77574 1.69014 0.14 -0.36 -0.59 0.679
N 3.82657 5.69615 1.02702 -0.15 0.12 -0.23 -0.399
C 4.72621 4.98950 3.16885 -0.09 0.19 0.27 -0.889
H 3.38156 6.48514 1.47316 0.20 -0.31 -0.06 0.182
H 3.71278 5.57318 0.02904 0.03 0.05 0.26 0.229
H 5.78650 5.10770 3.40849 -0.16 -0.15 -0.01 0.252
H 4.32462 4.12025 3.69681 0.18 0.08 -0.07 0.218
H 4.19018 5.88132 3.50539 0.08 -0.12 0.01 0.332
```
Positions in Å, forces in eV/Å.



DFT (wB97M-V/def2-TZVPD) results for a 2-piece molecular cluster, C19H17N3O2 overall at a distorted geometry.

The calculation puts the HOMO-LUMO gap at 5.0 eV. The LUMO energy comes out at -1.923 eV. For the HOMO energy, the calculation gives -6.91 eV. For the relative energy (zero: lowest compared OMol25 entry of this formula, charge and spin), the calculation gives 2.538 eV. The calculation puts the electronic energy at -28543.5589 eV.

The geometry in XYZ format:
```
41
Properties=species:S:1:pos:R:3:forces:R:3:mulliken_charge:R:1
C -3.18976 3.09202 -0.63784 -0.51 0.17 -0.07 -1.099
N -2.00285 2.25909 -0.77332 0.17 0.06 0.06 0.127
C -0.88968 2.63863 -0.06333 0.42 -0.92 -0.39 0.845
C -0.91479 3.78048 0.73285 0.01 0.89 0.63 -0.804
C 0.19784 4.15883 1.46755 -0.68 -0.48 -0.65 -0.644
C 1.37387 3.39606 1.40214 0.35 -0.34 -0.15 -0.716
C 1.42623 2.25731 0.62544 0.22 0.05 0.24 -0.783
C 0.29973 1.83499 -0.12011 -0.86 0.71 0.27 0.894
C 0.27310 0.66648 -0.87186 0.65 -0.44 0.01 -0.237
C -0.82737 0.34106 -1.65641 -1.01 0.43 -0.01 1.065
C -2.01186 1.15506 -1.58956 0.79 -0.16 0.25 1.279
C -3.13006 0.78505 -2.34509 -0.68 -0.46 -0.62 -1.246
C -3.10943 -0.34564 -3.14907 0.18 0.91 0.71 -0.668
C -1.95223 -1.12765 -3.23732 0.56 -0.18 0.06 -0.740
C -0.83543 -0.78773 -2.50530 -0.06 -0.44 -0.22 -0.723
H -3.97420 2.67573 -1.27029 0.18 0.44 0.42 0.153
H -3.53898 3.10025 0.40908 0.16 -0.02 -0.47 0.390
H -2.96872 4.11973 -0.96871 -0.15 -0.41 0.12 0.407
H -1.82234 4.37840 0.78088 0.40 -0.10 0.12 0.401
H 0.12982 5.04700 2.08418 0.13 -0.07 -0.02 0.420
H 2.23504 3.71875 1.97574 -0.01 -0.15 -0.08 0.390
H 2.32077 1.63370 0.55724 -0.24 0.23 0.16 0.451
H 1.11535 -0.03027 -0.81603 -0.11 0.14 -0.04 0.253
H -4.04642 1.36723 -2.32569 0.27 -0.29 -0.07 0.238
H -4.00840 -0.59565 -3.69880 0.12 -0.07 -0.03 0.428
H -1.95475 -1.99612 -3.88511 0.13 0.03 0.11 0.393
H 0.08406 -1.37226 -2.54273 -0.29 0.01 -0.01 0.450
C 4.01861 -4.17124 1.17916 0.38 0.00 -0.28 -0.915
N 2.77216 -3.48558 1.41920 0.39 0.34 -0.63 0.139
C 2.41269 -2.36390 0.57395 -0.05 -0.77 0.80 0.188
O 3.21522 -2.06327 -0.31337 -0.10 0.08 0.00 -0.717
N 1.24540 -1.74621 0.82090 0.36 0.06 -0.32 -0.015
C 0.40880 -2.13572 1.82213 -0.59 0.21 0.24 0.357
O -0.66724 -1.52702 2.01874 0.68 -0.48 -0.04 -0.747
C 0.80671 -3.28724 2.66052 0.01 -0.25 0.24 -0.936
C 1.97951 -3.92177 2.42580 -1.04 0.81 -0.03 0.299
H 4.10825 -4.98133 1.91389 0.06 0.19 -0.24 0.279
H 4.04298 -4.59483 0.16614 0.08 0.12 0.23 0.274
H 4.86957 -3.48553 1.28817 -0.16 -0.20 -0.09 0.275
H 0.14796 -3.61064 3.46090 0.09 0.12 -0.18 0.364
H 2.36083 -4.77622 2.98529 -0.27 0.24 -0.03 0.234
```
Positions in Å, forces in eV/Å.



DFT (wB97M-V/def2-TZVPD) results for C5H6O in the gas phase at a distorted geometry.

The calculation puts the HOMO-LUMO gap at 10.9 eV. The LUMO energy comes out at 0.936 eV. For the HOMO energy, the calculation gives -9.97 eV. For the relative energy (zero: lowest compared OMol25 entry of this formula, charge and spin), the calculation gives 3.465 eV. The SMILES is C#C[C@@H](O)C=C. The calculation puts the electronic energy at -7325.8193 eV.

The geometry in XYZ format:
```
12
Properties=species:S:1:pos:R:3:forces:R:3:mulliken_charge:R:1
C -0.59961 0.11553 0.18225 -1.48 0.92 1.92 0.225
C 0.57182 -0.74233 0.27918 1.40 0.30 0.77 -0.293
C 1.58705 -0.45377 1.09743 2.03 0.26 -0.41 -0.569
C -0.66560 0.86143 -1.01388 -0.25 0.74 -3.06 -0.559
C -0.73181 1.41958 -2.08152 0.11 1.85 -0.91 0.089
H -1.65127 -1.40017 1.01028 0.17 1.61 -1.46 0.348
H -0.69793 0.96491 0.93931 0.55 -1.35 -0.06 0.146
H 0.46303 -1.62035 -0.38191 0.50 0.31 0.66 0.331
H 1.75349 0.62579 1.60646 -0.66 -2.97 -1.02 0.225
H 2.45938 -1.21080 1.04700 -1.27 1.62 0.56 0.236
H -0.76450 2.18000 -2.93272 0.02 -1.87 1.70 0.377
O -1.72407 -0.73981 0.24812 -1.11 -1.42 1.32 -0.555
```
Positions in Å, forces in eV/Å.



DFT (wB97M-V/def2-TZVPD) results for a 2-piece molecular cluster, C3H7NO overall at a distorted geometry.

The calculation puts the HOMO-LUMO gap at 10.9 eV. The LUMO energy comes out at 0.972 eV. For the HOMO energy, the calculation gives -9.88 eV. For the relative energy (zero: lowest compared OMol25 entry of this formula, charge and spin), the calculation gives 2.659 eV. The SMILES is C=NC.C=O. The calculation puts the electronic energy at -6760.0911 eV.

The geometry in XYZ format:
```
12
Properties=species:S:1:pos:R:3:forces:R:3:mulliken_charge:R:1
O 0.81437 -1.72958 -1.90164 0.53 -0.26 -0.24 -0.390
C -0.21514 -1.51298 -1.34229 -0.41 0.19 0.09 0.000
H -0.68575 -0.52160 -1.37730 -0.12 0.13 0.02 0.135
H -0.75506 -2.29059 -0.77363 0.02 -0.08 0.08 0.246
C -0.79559 1.95093 0.70023 -0.43 -0.50 -0.92 -0.754
C 0.29241 0.19336 1.72649 0.00 -0.26 -0.35 -0.277
N 0.22779 0.91413 0.69201 0.41 0.62 0.86 -0.352
H -0.36347 2.89271 1.03024 0.09 -0.05 0.20 0.279
H -1.67580 1.68415 1.29775 0.09 0.14 0.13 0.334
H -1.11250 2.11789 -0.33271 -0.12 0.02 0.10 0.244
H 1.15961 -0.44609 1.87324 -0.14 -0.25 -0.16 0.288
H -0.49957 0.14685 2.48087 0.08 0.29 0.20 0.247
```
Positions in Å, forces in eV/Å.



Number 1: M 572.21 g mol⁻¹. Number 2: M 319.36 g mol⁻¹. Number 3: M 82.10 g mol⁻¹. Number 4: M 73.09 g mol⁻¹.